The following is a DFT calculation (ωB97M-V/def2-TZVPD) of 14 unconnected molecules or ions with the total composition C47H81B2IN16O7P2 in a non-equilibrium geometry.

## Properties
Energy relative to the best compared isomer or geometry (same formula, charge and spin) = 0.000 eV
HOMO = -0.3065 Eh
HOMO-LUMO gap = 7.833 eV
Maximum force = 3.20 eV/A
Charge = 0
Total energy = -116253.3685 eV
LUMO level = -0.508 eV

XYZ file:
```
156
Properties=species:S:1:pos:R:3:forces:R:3
C 0.494 -2.882 3.188 -0.4186 0.0731 -0.1021
C -0.852 -3.147 2.493 0.9034 0.6493 0.7375
O -0.978 -2.247 1.369 -0.3546 -0.7059 -0.6589
B -1.924 -2.617 0.468 -0.0129 0.5934 0.8238
O -3.050 -3.279 0.966 0.4738 -0.3198 -0.6026
C -1.768 -2.228 -1.124 -0.3982 -0.4709 1.1142
C -2.578 -3.321 -1.895 -0.7731 0.0835 0.0978
C -4.101 -3.168 -2.148 -0.2107 -0.6275 -0.4200
C -5.002 -4.149 -1.366 -0.2004 -0.0985 -0.2551
O -6.056 -3.486 -0.691 0.0969 -0.0837 0.0110
N -0.307 -2.363 -1.391 -0.6972 -0.9365 -0.6541
I 0.260 -1.977 -3.342 0.0784 0.2863 -0.4681
P 0.431 -3.882 -0.969 2.5896 0.9017 1.6482
N 1.399 -3.714 0.256 -0.3643 -0.2776 0.0205
C -2.269 -0.758 -1.301 1.7683 0.6093 -0.7405
C -1.136 0.322 -1.165 -0.7391 0.5339 0.5307
O -0.321 0.193 -0.027 0.0296 -0.2785 -0.4911
C 0.064 1.432 0.461 -0.4635 -0.7524 0.0865
C -0.670 1.939 1.497 -0.1962 -0.3469 -0.0554
C -0.314 3.147 2.016 -1.5253 0.7579 1.5306
C -1.122 3.665 3.184 0.6648 -0.4841 0.3605
C 0.744 3.843 1.513 0.5043 0.9683 0.3256
C 1.458 3.344 0.460 0.3763 0.3997 0.1690
C 1.112 2.130 -0.073 0.9350 -0.9545 -1.7368
C 1.916 1.601 -1.259 0.4683 1.0732 -0.0499
C 2.169 2.781 -2.235 0.1905 -0.3289 0.2026
C 3.302 1.050 -0.784 -1.2155 -0.0921 -0.3468
O -2.663 -0.600 -2.669 -0.6677 -0.0092 0.7376
C -3.669 0.358 -2.953 -0.2409 -0.1622 -1.2928
B -3.769 0.633 -4.522 0.4855 0.3123 0.4035
O -4.712 1.599 -4.900 0.2760 -0.3947 0.1117
N -2.918 -0.046 -5.477 -1.6451 0.2315 -0.6604
C -3.427 -1.455 -5.492 0.7752 -0.0610 0.5864
C -3.085 0.489 -6.851 1.0217 -0.3826 -0.1024
P -3.497 -0.157 -0.038 -2.0323 -0.6675 0.5636
O -4.748 -0.942 0.125 -0.0275 -0.0208 -0.1714
H 0.942 -1.987 2.759 0.0616 -0.0717 -0.1210
H 0.357 -2.704 4.259 0.0563 -0.2599 -0.1280
H 1.137 -3.734 2.987 0.2116 0.1347 0.1978
H -1.649 -2.987 3.219 -0.2778 -0.0485 -0.2880
H -0.861 -4.174 2.125 -0.1874 -0.0064 0.0648
H -2.941 -4.230 0.872 -0.3523 -0.1152 0.0862
H -2.493 -4.238 -1.305 0.1667 -0.0275 -0.0605
H -2.114 -3.592 -2.845 0.2824 0.5120 -0.0042
H -4.502 -2.162 -2.071 0.1156 0.0100 0.4086
H -4.269 -3.456 -3.191 0.1825 0.2611 -0.0810
H -5.466 -4.853 -2.071 0.1270 0.0371 -0.0754
H -4.411 -4.778 -0.693 0.0322 0.1918 0.1537
H -6.176 -3.915 0.157 -0.0570 0.1445 0.1538
H -0.474 -4.913 -0.633 -0.7027 0.5349 -0.5008
H 1.204 -4.301 -2.056 -0.9351 0.0038 -0.4409
H 2.354 -3.917 -0.011 0.0524 0.1772 0.0144
H -1.690 1.272 -1.048 0.1127 0.0463 -0.2334
H -0.598 0.436 -2.107 0.1122 -0.4174 0.0321
H -1.516 1.406 1.903 0.0007 -0.1772 0.0389
H -0.912 4.709 3.401 -0.2314 0.0836 -0.1167
H -2.186 3.456 3.072 -0.0559 0.2826 -0.1129
H -0.796 3.101 4.065 -0.1336 0.1243 0.1235
H 1.014 4.787 1.970 0.0276 0.0895 -0.0360
H 2.296 3.910 0.084 -0.0231 -0.1673 -0.0929
H 1.365 0.863 -1.838 -0.0297 -0.2678 0.3880
H 2.984 3.408 -1.870 -0.0401 0.0321 -0.0033
H 2.501 2.383 -3.195 -0.1132 0.1392 -0.1145
H 1.295 3.424 -2.342 -0.0817 -0.1341 -0.2741
H 3.312 1.060 0.303 0.3882 -0.0795 0.0076
H 4.058 1.696 -1.218 0.3224 -0.1684 0.2564
H 3.429 0.026 -1.136 0.2284 -0.0042 0.0886
H -4.674 0.019 -2.651 0.1490 0.0307 0.4028
H -3.483 1.347 -2.516 0.0468 -0.0650 0.1522
H -5.566 1.171 -5.020 -0.1918 0.3019 -0.0766
H -3.140 -1.953 -6.416 0.0536 0.1028 -0.0494
H -2.983 -2.011 -4.666 -0.1371 0.0292 0.0367
H -4.522 -1.484 -5.407 0.0358 -0.2031 -0.1244
H -3.859 -0.053 -7.398 -0.2434 0.3321 0.0140
H -3.247 1.563 -6.878 -0.2220 -0.0364 0.1407
H -2.148 0.302 -7.390 -0.0803 -0.0379 -0.0569
H -2.894 -0.040 1.239 0.6983 0.0862 -0.6057
H -3.881 1.172 -0.347 0.9030 0.0156 -0.1653
C -3.627 -2.325 6.376 0.3521 -0.0302 0.0461
C -2.176 -2.509 6.448 0.3918 -0.0635 -0.0195
N -1.033 -2.649 6.496 -0.5386 0.0383 -0.0366
H -3.902 -1.386 6.849 -0.0263 -0.0044 0.0127
H -3.945 -2.306 5.336 -0.0134 -0.0087 -0.0034
H -4.133 -3.140 6.887 -0.0382 0.0183 0.0006
C -2.912 7.318 4.329 0.1463 0.0122 -0.0051
C -1.462 7.173 4.452 0.4166 -0.0386 0.0451
N -0.320 7.047 4.545 -0.5351 0.1029 -0.0726
H -3.225 8.267 4.760 0.0065 0.0046 0.0111
H -3.198 7.289 3.279 -0.0286 -0.0608 0.0095
H -3.409 6.505 4.854 -0.0058 -0.0188 -0.0280
C 7.282 0.747 -0.874 -0.0611 0.0637 -0.1437
C 6.604 1.309 -2.042 -0.1030 0.1283 -0.3416
N 6.071 1.751 -2.964 0.3357 -0.2158 0.3550
H 7.223 -0.339 -0.898 -0.0785 -0.0042 0.0406
H 8.328 1.051 -0.878 -0.0141 0.0656 0.0696
H 6.805 1.107 0.035 -0.0009 -0.0599 0.0324
C 2.392 2.234 6.016 -0.1183 -0.0002 0.0502
C 1.053 2.321 6.597 -0.4379 0.0391 0.1290
N -0.007 2.392 7.044 0.5066 -0.0397 -0.2218
H 2.332 1.813 5.014 -0.0004 0.0049 -0.0074
H 2.833 3.227 5.959 -0.0049 0.0078 -0.0097
H 3.022 1.598 6.634 0.0029 -0.0080 -0.0033
C 4.313 -3.445 2.660 -0.1052 0.0334 0.0028
C 4.818 -2.211 2.070 0.2362 0.3986 -0.2322
N 5.223 -1.246 1.590 -0.1502 -0.3815 0.1998
H 4.523 -4.281 1.995 -0.0155 -0.0067 -0.0106
H 4.785 -3.630 3.623 0.0322 0.0482 -0.0067
H 3.236 -3.362 2.796 0.0055 -0.0328 -0.0451
C -5.814 2.704 1.303 0.0540 0.1724 0.0590
C -5.302 4.014 1.710 0.1513 0.3848 0.1247
N -4.902 5.045 2.033 -0.1802 -0.5174 -0.1287
H -5.947 2.677 0.224 -0.0010 -0.0220 -0.0035
H -5.114 1.924 1.596 -0.0085 -0.0151 0.0001
H -6.773 2.517 1.782 -0.0133 0.0042 -0.0114
C 1.281 -8.176 0.751 0.0342 0.0620 -0.0690
C 1.523 -7.193 -0.300 0.0951 0.2703 -0.3204
N 1.702 -6.413 -1.130 0.0109 -0.9538 0.3254
H 0.855 -9.074 0.308 -0.0094 -0.0386 0.0648
H 2.217 -8.424 1.248 0.0106 0.0145 -0.0014
H 0.585 -7.770 1.483 0.0094 0.0218 0.0011
C 8.033 4.416 1.371 0.0504 -0.1208 -0.0003
C 8.791 3.184 1.579 0.2619 -0.3896 0.0148
N 9.388 2.211 1.732 -0.3265 0.4538 -0.0290
H 7.129 4.401 1.977 -0.0174 0.0037 -0.0175
H 8.639 5.274 1.655 0.0089 0.0026 -0.0082
H 7.758 4.505 0.322 0.0071 -0.0094 -0.0108
C -0.669 -8.816 -3.094 -0.0034 -0.0465 0.1060
C -0.634 -9.761 -1.978 -0.0396 -0.1178 0.0477
N -0.612 -10.508 -1.104 0.0302 0.2479 -0.1888
H -1.693 -8.691 -3.438 -0.0056 -0.0154 -0.0002
H -0.276 -7.852 -2.773 0.0350 -0.0072 -0.0029
H -0.060 -9.193 -3.914 0.0091 0.0028 -0.0010
C 0.132 2.122 -6.053 0.0209 0.1440 0.0596
C 0.601 3.445 -5.641 0.1602 0.3805 0.1349
N 0.969 4.487 -5.315 -0.2133 -0.4866 -0.1738
H -0.020 2.106 -7.130 -0.0036 -0.0018 -0.0057
H 0.869 1.366 -5.787 0.0064 0.0098 0.0306
H -0.809 1.889 -5.557 0.0250 -0.0563 0.0055
C 9.984 1.695 -4.125 -0.0461 0.0408 0.0806
C 9.974 2.390 -2.840 -0.0027 -0.0027 -0.0869
N 9.964 2.939 -1.832 -0.0316 0.0162 -0.0204
H 8.974 1.661 -4.530 -0.0167 0.0070 0.0270
H 10.634 2.219 -4.823 0.0067 -0.0005 0.0009
H 10.350 0.678 -3.992 0.0050 -0.0015 -0.0015
C 2.550 7.688 -0.353 0.0373 -0.1027 0.0133
C 3.301 6.453 -0.143 0.2564 -0.3513 0.0402
N 3.889 5.475 0.017 -0.1495 0.5972 -0.0586
H 1.643 7.674 0.248 -0.0014 -0.0048 0.0096
H 3.157 8.543 -0.063 0.0012 0.0027 0.0065
H 2.281 7.781 -1.403 0.0008 -0.0149 -0.0090
C -6.555 0.301 4.211 0.1021 -0.0296 0.0746
C -6.528 -0.623 5.343 -0.0589 -0.2924 0.3224
N -6.496 -1.353 6.234 -0.0870 0.3862 -0.4632
H -7.576 0.442 3.863 -0.0095 -0.0359 0.0142
H -6.145 1.261 4.520 -0.0099 0.0173 0.0016
H -5.951 -0.098 3.396 -0.0379 -0.0333 -0.0220
```
Positions in Å, forces in eV/Å.

=====

The following is a DFT calculation (ωB97M-V/def2-TZVPD) of 3 unconnected molecules or ions with the total composition C4H16NO2 in a non-equilibrium geometry.

## Properties
Energy relative to the best compared isomer or geometry (same formula, charge and spin) = 1.039 eV
HOMO = -0.5412 Eh
HOMO-LUMO gap = 11.593 eV
Maximum force = 1.98 eV/A
Charge = +1
Total energy = -9986.3425 eV
LUMO level = -3.133 eV

XYZ file:
```
23
Properties=species:S:1:pos:R:3:forces:R:3
C 1.148 0.096 -1.017 1.0015 0.8976 0.1286
C 2.068 -0.382 0.125 -1.6904 -1.0308 0.1296
C 3.136 0.638 0.410 1.0435 0.6579 0.1884
C 1.269 -0.816 1.392 1.0368 0.1476 -0.4392
N -0.226 -0.485 -0.930 1.4623 0.8626 0.3560
H 1.121 1.186 -0.984 -0.5524 -0.0593 -0.1299
H 1.600 -0.191 -1.962 -0.2277 -0.0172 -0.2129
H 2.458 -1.329 -0.239 0.6410 0.0011 -0.0271
H 3.020 1.192 1.340 -0.5358 -0.1171 0.1518
H 4.139 0.223 0.504 -0.0820 -0.3025 -0.1707
H 3.208 1.413 -0.353 -0.0140 -0.0872 -0.2495
H 0.649 -0.022 1.808 0.0628 0.0103 0.1551
H 2.067 -1.098 2.083 -0.4388 0.0869 0.3699
H 0.682 -1.724 1.227 -0.0674 0.1065 0.0605
H -0.757 -0.370 -1.782 -0.2000 -0.5368 -0.2708
H -0.062 -1.444 -0.641 -0.9298 -0.3272 -0.3056
H -0.733 0.001 -0.198 -0.3511 -0.2379 0.2806
H -3.157 -2.114 -0.471 0.2976 -0.1979 -0.1603
H -3.279 -0.754 -1.056 0.1537 0.0204 -0.1831
O -2.650 -1.489 -1.009 -0.6858 0.2011 0.3881
H -2.934 3.092 0.979 -0.2597 0.1154 0.1326
H -4.155 2.192 1.327 0.0474 0.2540 0.0561
O -3.285 2.200 0.919 0.2885 -0.4474 -0.2484
```
Positions in Å, forces in eV/Å.

=====

The following is a DFT calculation (ωB97M-V/def2-TZVPD) of C3H3N3O2 in the gas phase in a non-equilibrium geometry.

## Properties
Energy relative to the best compared isomer or geometry (same formula, charge and spin) = 3.669 eV
HOMO = -0.3708 Eh
HOMO-LUMO gap = 8.941 eV
Maximum force = 2.48 eV/A
Charge = 0
SMILES string = [H]/N=c1\ncc(=O)o[nH]1
Total energy = -11722.2877 eV
LUMO level = -1.148 eV

XYZ file:
```
11
Properties=species:S:1:pos:R:3:forces:R:3
C -0.809 -0.461 0.545 -0.6380 -2.1492 -0.0162
C 1.338 0.245 0.398 -0.2362 -0.2830 -0.3675
C 1.068 0.730 -0.982 0.9795 2.0242 -1.0528
H -1.369 -1.945 1.654 -0.0681 1.0371 -0.1302
H 2.299 0.471 0.839 0.2751 -0.1112 -0.2237
H -1.957 0.305 -0.872 -0.3906 -0.0151 -0.1553
N -1.724 -1.244 0.981 0.7707 0.2500 -0.5931
N 0.500 -0.455 1.024 0.2499 0.0108 1.1547
N -1.066 0.478 -0.446 -1.7254 0.4466 0.5893
O 1.872 1.345 -1.628 0.3358 -0.6283 0.1962
O -0.151 0.531 -1.515 0.4473 -0.5819 0.5986
```
Positions in Å, forces in eV/Å.

=====

The following is a DFT calculation (ωB97M-V/def2-TZVPD) of 2 unconnected molecules or ions with the total composition C9H9N3O2 in a non-equilibrium geometry.

## Properties
Energy relative to the best compared isomer or geometry (same formula, charge and spin) = 4.229 eV
HOMO = -0.3579 Eh
HOMO-LUMO gap = 9.869 eV
Maximum force = 8.38 eV/A
Charge = 0
SMILES string = O=c1cc[nH]c(=O)[nH]1.c1ccncc1
Total energy = -18041.5254 eV
LUMO level = 0.130 eV

XYZ file:
```
23
Properties=species:S:1:pos:R:3:forces:R:3
C -3.596 -1.439 -0.156 -3.1943 0.3048 2.6874
C -2.754 -0.444 -0.619 -1.6743 0.2405 0.6006
C -3.085 0.890 -0.580 -1.9630 0.1528 1.7610
C -4.457 1.212 -0.119 2.4558 1.1986 -1.8869
C -5.321 0.217 0.150 -1.7615 -3.3867 1.7377
C 3.625 -0.880 -0.258 5.8458 -3.3270 -2.2431
C 2.582 -1.374 0.408 -4.3016 -7.1775 0.4383
C 1.662 -0.637 0.917 -4.6264 0.9544 3.0907
C 2.720 1.323 0.027 -0.7217 4.1286 2.2510
H -3.284 -2.495 0.220 -0.4489 1.9371 -1.3738
H -1.830 -0.757 -0.877 3.1525 -0.5929 -0.9517
H -2.220 1.574 -0.615 -1.1020 0.1451 -0.5030
H -4.877 2.206 -0.123 0.5002 0.4053 0.0909
H -6.484 0.290 0.515 3.1850 0.3342 -1.1497
H 4.353 0.751 -1.216 -1.3078 0.1392 0.8007
H 2.251 -2.590 0.265 1.6734 3.7111 0.6921
H 0.751 -1.157 1.406 1.4844 1.4202 -0.7641
H 1.192 1.396 1.299 -2.3533 1.9571 1.5270
N -4.855 -1.069 0.279 0.8758 -0.7356 -1.0188
N 3.517 0.426 -0.673 1.6698 1.0191 -0.3922
N 1.768 0.735 0.946 4.0917 -2.1217 -3.8245
O 4.562 -1.729 -0.474 -1.5930 3.8400 -0.5465
O 2.798 2.595 0.054 0.1134 -4.5468 -1.0229
```
Positions in Å, forces in eV/Å.